[1]
{"formula": "C4H6N2", "method": "the ωB97M-V functional and the def2-TZVPD basis", "species": ["N", "C", "C", "C", "C", "N", "H", "H", "H", "H", "H", "H"], "positions_angstrom": [[-0.6870, -1.3448, 1.2730], [-0.2830, -0.0935, 0.6857], [1.0926, -0.0755, 0.0765], [1.0254, 0.6493, -1.0469], [-0.3977, 0.9963, -1.2254], [-1.1689, 0.5351, -0.3093], [-1.6185, -1.2547, 1.6658], [-0.7184, -2.0893, 0.5840], [1.9602, -0.5246, 0.5445], [1.8347, 0.9502, -1.7018], [-0.7872, 1.6005, -2.0455], [-0.2523, 0.6508, 1.4994]], "atomic_forces_ev_per_a": [[-0.2, -0.1, -0.1], [0.2, 0.0, 0.1], [0.0, 0.2, -0.1], [0.0, -0.1, 0.1], [-0.2, 0.0, 0.1], [0.3, 0.1, -0.1], [0.1, 0.0, 0.0], [0.0, 0.1, 0.0], [-0.1, 0.1, -0.1], [-0.1, -0.1, 0.1], [0.0, -0.2, 0.1], [0.0, -0.1, -0.1]], "nbo_charge": [-0.82, 0.02, -0.16, -0.29, 0.06, -0.40, 0.37, 0.36, 0.23, 0.22, 0.19, 0.22], "energy_ha": -265.4954, "de_lowest_kcal_mol": 25.18, "homo_energy_ev": -9.4509, "lumo_ha": 0.0239}

=====

[2]
{"formula": "C2H5NS", "method": "the ωB97M-V functional and the def2-TZVPD basis", "species": ["C", "C", "N", "S", "H", "H", "H", "H", "H"], "positions_angstrom": [[0.3479, 0.2785, 0.3138], [0.1880, -1.0124, -0.4763], [-0.7428, 1.0472, 0.3049], [1.7163, 0.6916, 1.0890], [-0.6161, -0.8862, -1.1096], [1.1648, -1.3568, -0.8930], [0.0502, -1.7033, 0.2621], [-1.4064, 1.1611, -0.4305], [-0.7018, 1.7802, 0.9396]], "atomic_forces_ev_per_a": [[0.4, -0.9, -1.4], [3.3, 2.0, 0.2], [-0.3, -0.3, 0.0], [0.4, 0.0, 0.6], [-1.5, -0.4, -1.7], [-0.9, 0.7, -0.3], [-1.1, -2.2, 1.9], [-0.2, -0.6, -0.4], [0.0, 1.7, 1.0]], "nbo_charge": [0.12, -0.67, -0.78, -0.15, 0.20, 0.24, 0.24, 0.39, 0.39], "energy_ha": -532.1333, "de_lowest_kcal_mol": 5.83, "homo_energy_ev": -8.3412, "lumo_ha": 0.0304}

=====

[3]
{"formula": "C4H7N2", "method": "the ωB97M-V functional and the def2-TZVPD basis", "species": ["C", "C", "C", "C", "N", "N", "H", "H", "H", "H", "H", "H", "H"], "positions_angstrom": [[-0.2895, 0.7787, -2.6646], [0.2586, -0.3576, -2.5003], [-0.1001, 0.6446, -0.0184], [0.3641, -1.4020, 1.3848], [-0.2022, 0.3734, -1.2536], [-0.4004, 1.6467, 0.6761], [-0.3572, 1.8192, -3.2282], [0.5506, -1.2837, -2.9254], [0.9135, -2.0150, 0.8655], [0.8974, -0.8210, 2.2050], [-0.6747, -1.5583, 1.4349], [-0.6600, 1.7328, 1.6856], [-0.4560, 2.5804, 0.3140]], "atomic_forces_ev_per_a": [[0.3, 4.4, -0.9], [-0.9, 0.2, 1.0], [1.4, -6.8, 0.6], [-1.6, 6.8, 2.4], [0.2, -0.3, -1.9], [-1.4, 4.4, 3.2], [-0.3, -2.7, 1.2], [0.5, -0.7, 0.3], [2.9, -3.1, -3.1], [-1.0, -1.0, -1.1], [-1.0, -0.3, 0.4], [0.7, -1.2, -1.3], [-0.1, 0.4, -0.8]], "nbo_charge": [0.00, 0.04, 0.49, -0.33, -0.42, -0.79, 0.30, 0.27, 0.17, 0.22, 0.20, 0.44, 0.41], "charge": 1, "energy_ha": -265.5922, "de_lowest_kcal_mol": 198.44, "homo_energy_ev": [-13.2827, -13.2417], "lumo_ha": [-0.1683, -0.1765]}

=====

[4]
{"formula": "C3H7FN3", "method": "the ωB97M-V functional and the def2-TZVPD basis", "species": ["C", "C", "C", "N", "N", "N", "F", "H", "H", "H", "H", "H", "H", "H"], "positions_angstrom": [[-0.2478, -0.1507, 0.1057], [2.6301, 0.1786, -0.3420], [-1.1618, 1.0024, -0.0081], [1.9091, -1.0327, -0.4504], [0.7530, -0.2049, -0.7584], [-0.5222, -1.1365, 0.9302], [2.8571, 0.6236, 0.8415], [2.8554, 0.8602, -1.1581], [-1.6774, 0.9768, -0.9696], [-1.9048, 0.9975, 0.7837], [-0.5912, 1.9282, 0.0221], [2.1741, -1.6496, -1.2154], [-1.3607, -1.1326, 1.4956], [0.0966, -1.9292, 1.0375]], "atomic_forces_ev_per_a": [[-0.1, -0.9, 0.5], [-3.6, -0.4, -0.1], [-0.3, 0.2, -0.1], [0.1, 0.0, 0.8], [3.0, 1.2, -0.8], [0.0, 0.0, 0.4], [0.2, -0.4, -0.5], [0.4, -0.2, -0.1], [0.1, -0.1, 0.0], [0.0, 0.0, 0.0], [0.0, 0.0, 0.0], [0.0, 0.3, -0.1], [0.1, 0.1, -0.1], [0.1, 0.1, -0.1]], "nbo_charge": [0.53, 0.69, -0.68, -0.54, -0.38, -0.69, -0.22, 0.22, 0.28, 0.24, 0.27, 0.41, 0.43, 0.43], "charge": 1, "energy_ha": -382.2934, "de_lowest_kcal_mol": 62.55, "homo_energy_ev": -14.7948, "lumo_ha": -0.2088}

=====

[5]
{"formula": "C29H30AsHgN3OS2", "method": "the ωB97M-V functional and the def2-TZVPD basis", "species": ["Hg", "C", "C", "C", "C", "O", "H", "H", "H", "H", "H", "H", "H", "H", "H", "S", "C", "N", "N", "C", "S", "C", "C", "C", "N", "C", "C", "H", "H", "H", "H", "H", "H", "C", "C", "C", "C", "C", "C", "As", "C", "C", "C", "C", "C", "C", "C", "C", "C", "C", "C", "C", "H", "H", "H", "H", "H", "H", "H", "H", "H", "H", "H", "H", "H", "H", "H"], "positions_angstrom": [[-0.6321, 0.2366, 2.0170], [-3.2797, -0.4714, -0.5383], [-2.6114, -1.4945, 0.3936], [-3.3696, -1.5253, 1.7296], [-2.6864, -2.8963, -0.2334], [-1.2670, -1.1686, 0.6056], [-4.2806, -0.7925, -0.8388], [-2.6678, -0.3331, -1.4272], [-3.3653, 0.4967, -0.0368], [-4.3540, -1.9876, 1.6265], [-3.5090, -0.5095, 2.1113], [-2.7888, -2.0938, 2.4597], [-3.7243, -3.1871, -0.4093], [-2.2163, -3.6239, 0.4322], [-2.1560, -2.9204, -1.1870], [-2.0629, -0.3111, 6.5340], [-1.3600, -0.2273, 5.1026], [-0.8255, -0.1814, 4.0582], [-4.3663, 5.6137, -0.7119], [-3.0647, 5.2361, -1.0210], [-2.3527, 5.9318, -2.3895], [-2.4335, 4.2720, -0.2033], [-1.0910, 3.8393, -0.4250], [-0.5248, 2.8953, 0.3700], [-1.1517, 2.3003, 1.4272], [-2.4235, 2.7163, 1.6637], [-3.0738, 3.6495, 0.9141], [-4.6571, 6.4288, -1.2241], [-4.6143, 5.6299, 0.2663], [-0.5307, 4.2703, -1.2416], [0.4935, 2.5667, 0.1962], [-2.9085, 2.2594, 2.5202], [-4.0968, 3.8902, 1.1728], [6.3030, 0.4015, -0.0434], [5.3975, 1.4499, 0.0131], [4.0454, 1.1919, 0.1778], [3.5641, -0.1139, 0.2666], [4.4906, -1.1533, 0.2593], [5.8458, -0.9002, 0.0960], [1.5971, -0.3872, 0.3982], [1.5716, -2.3235, 0.5236], [1.9552, -3.1524, -0.5279], [1.9507, -4.5303, -0.3745], [1.5644, -5.0927, 0.8343], [1.1900, -4.2741, 1.8891], [1.1957, -2.8963, 1.7334], [1.1891, -0.0532, -1.4817], [0.4208, -0.9548, -2.2088], [0.0673, -0.6819, -3.5217], [0.4506, 0.5126, -4.1127], [1.2082, 1.4230, -3.3922], [1.5792, 1.1375, -2.0876], [7.3599, 0.5971, -0.1743], [5.7473, 2.4714, -0.0706], [3.3546, 2.0248, 0.2543], [4.1669, -2.1744, 0.3931], [6.5446, -1.7273, 0.0718], [2.2615, -2.7134, -1.4697], [2.2523, -5.1663, -1.1978], [1.5521, -6.1693, 0.9517], [0.8859, -4.7106, 2.8320], [0.8901, -2.2586, 2.5555], [0.0695, -1.8517, -1.7222], [-0.5306, -1.3964, -4.0744], [0.1414, 0.7414, -5.1248], [1.5013, 2.3626, -3.8427], [2.1694, 1.8594, -1.5364]], "atomic_forces_ev_per_a": [[-0.1, 0.5, 0.0], [0.1, -0.1, 0.2], [-0.3, 0.1, 0.2], [0.1, -0.1, -0.1], [0.2, 0.1, 0.0], [0.0, -0.7, -0.8], [0.0, 0.0, 0.0], [0.1, 0.0, -0.1], [0.0, 0.0, 0.0], [0.0, 0.0, 0.0], [0.0, 0.0, 0.1], [-0.1, 0.0, 0.0], [0.0, 0.0, 0.0], [0.0, 0.0, 0.0], [0.0, 0.1, 0.0], [-0.4, 0.0, 0.7], [0.4, 0.0, -0.8], [0.0, -0.1, 0.9], [0.0, -0.1, 0.2], [0.1, 0.2, -0.3], [0.0, 0.0, 0.0], [0.0, -0.2, 0.1], [0.0, 0.1, 0.0], [0.0, -0.1, 0.1], [-0.1, 0.5, -0.3], [0.1, -0.1, 0.2], [-0.1, 0.1, -0.1], [0.0, 0.1, 0.0], [0.0, 0.0, 0.0], [0.0, 0.0, 0.0], [0.0, 0.0, -0.1], [-0.1, 0.0, -0.1], [0.0, -0.1, 0.0], [0.0, -0.1, 0.0], [0.0, 0.0, 0.0], [-0.2, 0.0, 0.1], [-0.1, 0.1, 0.2], [-0.1, 0.0, 0.0], [0.0, 0.1, 0.0], [0.6, -0.2, -0.2], [0.1, -0.1, -0.1], [0.1, 0.1, 0.0], [0.0, 0.0, 0.0], [0.0, 0.0, 0.0], [0.0, -0.1, 0.0], [0.0, 0.2, 0.0], [-0.1, 0.0, -0.1], [-0.1, 0.0, 0.1], [0.0, 0.0, 0.0], [0.0, 0.0, 0.0], [0.0, 0.0, 0.0], [0.1, 0.0, 0.2], [0.0, 0.0, 0.0], [0.0, 0.0, 0.0], [0.0, 0.0, 0.0], [-0.1, -0.1, -0.1], [0.0, 0.0, 0.0], [0.0, -0.1, 0.0], [0.0, 0.0, 0.0], [0.0, 0.0, 0.0], [0.0, 0.0, 0.0], [0.0, -0.1, 0.0], [-0.1, -0.1, 0.0], [0.0, 0.0, 0.0], [0.0, 0.0, 0.0], [0.0, 0.0, 0.0], [0.0, 0.0, -0.1]], "mulliken_spin": [0.00, -0.01, 0.00, 0.00, 0.00, 0.01, 0.00, 0.00, 0.01, 0.00, 0.00, 0.00, 0.00, 0.00, 0.00, 0.00, 0.00, 0.00, 0.05, 0.12, 0.22, 0.13, 0.10, 0.03, 0.18, 0.00, 0.10, 0.00, 0.00, 0.03, -0.01, 0.01, 0.03, 0.00, 0.00, 0.00, 0.00, 0.00, 0.00, 0.00, 0.00, 0.00, 0.00, 0.00, 0.00, 0.00, 0.01, 0.00, 0.00, 0.00, 0.01, 0.00, 0.00, 0.00, 0.00, 0.00, 0.00, 0.00, 0.00, 0.00, 0.00, 0.00, 0.00, 0.00, 0.00, 0.00, -0.01], "charge": -1, "energy_ha": -4548.1969, "de_lowest_kcal_mol": 3.89, "homo_energy_ev": [-2.9797, -4.9874], "lumo_ha": [0.0875, 0.0875], "multiplicity": 2}

=====

[6]
{"formula": "C2H2Cl3F", "method": "the ωB97M-V functional and the def2-TZVPD basis", "species": ["C", "C", "H", "H", "F", "Cl", "Cl", "Cl"], "positions_angstrom": [[0.5211, -0.4362, -0.3765], [-0.5597, 0.2986, 0.3269], [0.4679, -0.4068, -1.4975], [0.5042, -1.5198, -0.1313], [-0.4798, 0.1116, 1.6806], [2.1388, 0.1456, 0.1033], [-0.4269, 2.0381, 0.0222], [-2.1655, -0.2311, -0.1276]], "atomic_forces_ev_per_a": [[1.1, -1.8, -1.4], [-0.5, 0.9, 1.0], [-0.3, 0.4, 1.2], [-0.3, 0.8, 0.1], [0.3, 0.0, -0.4], [-0.2, -0.1, 0.0], [0.0, 0.2, 0.0], [-0.2, -0.4, -0.4]], "nbo_charge": [-0.46, 0.28, 0.26, 0.25, -0.33, -0.02, 0.00, 0.02], "energy_ha": -1557.8481, "de_lowest_kcal_mol": 1.58, "homo_energy_ev": -11.1424, "lumo_ha": 0.0260}